Entry 1:
Formula: C43H115AgN6O20
Source: the OMol25 dataset
Level of theory: ωB97M-V/def2-TZVPD

The geometry in ORCA input format:
```
! wB97M-V def2-TZVPD RIJCOSX def2/J DEFGRID3
* xyz 1 2
Ag 0.0060 4.9177 -1.2934
C 2.0762 0.7541 -1.1342
C 0.5375 0.4633 -1.3746
C 0.4127 -1.0367 -1.0990
C -1.0082 -1.5567 -0.9017
C -1.9315 -0.6659 -0.0363
C -1.7172 0.9600 -0.1733
N -0.2685 1.3182 -0.4400
O 0.0361 2.7899 -0.5075
C -2.2416 1.4333 1.1681
C -2.5611 1.4733 -1.3683
C 0.1961 0.7360 -2.9261
H 2.4568 0.4394 -0.1625
H 2.2604 1.8284 -1.1313
H 2.7323 0.2153 -1.8178
H 0.9266 -1.2417 -0.1598
H 0.8812 -1.5720 -1.9249
H -1.0371 -2.5463 -0.4456
H -1.5081 -1.6081 -1.8690
H -1.8231 -0.9399 1.0131
H -2.9481 -0.8962 -0.3553
H -2.1309 2.5140 1.2564
H -1.5612 1.0234 1.9146
H -3.3112 1.3836 1.3719
H -2.8868 0.7527 -2.1185
H -2.0221 2.2670 -1.8857
H -3.4832 1.9008 -0.9745
H -0.6686 0.1316 -3.1999
H 0.9984 0.4463 -3.6047
H -0.0215 1.7525 -3.2540
C 0.0163 -4.2938 7.0760
C 0.6335 -4.1116 5.6818
C 0.3395 -2.7659 5.1045
O 0.7402 -2.6137 3.7680
C 0.0351 -1.6782 2.9490
N 2.0714 -4.3103 5.7984
H 0.5100 -3.5741 7.7290
H 0.4024 -5.2700 7.3694
H -1.0514 -4.1676 7.2556
H 0.2620 -4.9136 5.0440
H 0.5621 -2.0121 5.8598
H -0.7288 -2.5498 5.1076
H -0.1940 -0.8479 3.6169
H -0.9295 -2.1219 2.7026
H 0.5561 -1.3547 2.0479
H 2.4801 -4.0784 4.9043
H 2.3159 -5.2873 5.8735
C 4.2687 -1.7675 -0.1990
C 4.8267 -1.8070 1.2333
C 4.7625 -3.2027 1.8823
O 5.5755 -3.5753 2.9858
C 5.5388 -2.6772 4.0389
N 6.2379 -1.3956 1.0834
H 3.2762 -2.2135 -0.1339
H 4.9340 -2.3254 -0.8578
H 4.1727 -0.7335 -0.5304
H 4.3029 -1.1625 1.9393
H 4.9777 -4.0076 1.1795
H 3.7063 -3.2537 2.1470
H 4.6582 -2.7968 4.6700
H 5.7394 -1.6260 3.8321
H 6.3624 -2.8543 4.7306
H 6.5381 -2.0450 0.3704
H 6.7914 -1.6713 1.8819
C 5.7783 -0.2502 -7.9779
C 4.4247 -0.4423 -8.5564
C 3.3850 0.6809 -8.0894
O 3.4210 0.8503 -6.6781
C 2.2234 1.3867 -6.2511
N 4.5719 -0.3993 -10.0017
H 5.7723 -0.2658 -6.8880
H 6.1075 0.7640 -8.2039
H 6.4193 -1.0752 -8.2885
H 3.9857 -1.4144 -8.3318
H 2.4476 0.2742 -8.4688
H 3.5286 1.6469 -8.5736
H 2.1176 1.1464 -5.1932
H 1.3985 0.8821 -6.7541
H 2.0817 2.4377 -6.5033
H 4.8555 -1.3656 -10.0785
H 3.7158 -0.1763 -10.4890
C -4.0352 -1.4312 3.1376
C -5.1668 -1.3405 4.1348
C -5.2988 0.0912 4.7336
O -5.9280 0.0719 6.0480
C -5.0283 -0.1808 7.0760
N -6.2781 -1.7120 3.3331
H -3.9775 -0.6256 2.4056
H -3.9802 -2.4552 2.7680
H -3.0217 -1.3151 3.5218
H -5.0529 -2.0442 4.9594
H -5.6573 0.7515 3.9439
H -4.3299 0.5856 4.8039
H -4.2409 0.5676 7.1649
H -4.5099 -1.1237 6.9016
H -5.4293 -0.3844 8.0689
H -6.5957 -2.6283 3.6153
H -7.0174 -1.0802 3.6054
C -0.8591 6.2416 2.9452
C -0.8976 5.4998 1.6018
C -2.1804 5.7203 0.8581
O -2.1079 4.8975 -0.3621
C -3.3030 5.0877 -1.1674
N 0.0737 6.1051 0.7972
H -1.5619 5.9252 3.7159
H -0.9687 7.3013 2.7144
H 0.1262 6.2180 3.4107
H -0.7941 4.4221 1.7278
H -2.5054 6.7547 0.7466
H -2.9368 5.2646 1.4970
H -4.2150 4.9216 -0.5940
H -3.2660 4.3712 -1.9880
H -3.4395 6.1416 -1.4096
H 0.0486 7.1081 0.9129
H 0.9616 6.0812 1.2781
C -2.0646 2.6028 6.1279
C -1.7758 2.6968 4.6230
O -2.5565 3.7574 3.9414
O -1.9521 3.7917 6.8452
H -1.3231 1.9648 6.6088
H -3.0762 2.2459 6.3215
H -1.7920 1.8273 3.9660
H -0.7002 2.8609 4.5569
H -3.4995 3.7328 4.1196
H -2.5635 3.6404 7.5697
C 2.8367 -2.2231 -4.8133
C 1.9727 -2.1371 -6.0149
O 2.3477 -3.2302 -6.9024
O 4.1994 -1.9215 -5.0176
H 2.6667 -3.1586 -4.2804
H 2.5921 -1.4983 -4.0368
H 2.1767 -1.2483 -6.6121
H 0.9681 -1.9728 -5.6252
H 3.2989 -3.2053 -7.0298
H 4.2855 -1.0898 -5.4894
C -1.7812 0.7541 -5.5925
C -2.7105 -0.0456 -6.5631
O -3.8890 0.7056 -6.7045
O -1.1642 1.8894 -6.1582
H -1.0521 0.0042 -5.2858
H -2.2168 0.9014 -4.6042
H -3.0639 -1.0247 -6.2396
H -2.3159 -0.1804 -7.5701
H -3.6084 1.6212 -6.7711
H -1.3190 2.6196 -5.5545
C -6.9365 -2.1923 -0.6594
C -6.3531 -0.8073 -0.3235
O -7.0963 -0.1148 0.6341
O -6.7223 -3.0259 0.4731
H -6.5120 -2.8000 -1.4585
H -8.0240 -2.2000 -0.7326
H -6.3428 -0.3168 -1.2968
H -5.3147 -0.9202 -0.0117
H -6.8483 -0.5573 1.4491
H -7.5120 -3.5711 0.4996
C 6.9664 0.9681 -1.3913
C 5.8220 0.9873 -2.2951
O 5.0221 2.0453 -1.9303
O 7.9438 1.9125 -1.6781
H 7.5198 0.0306 -1.4443
H 6.6397 1.0374 -0.3537
H 5.3197 0.0299 -2.1567
H 6.1565 1.1291 -3.3228
H 4.1483 1.8047 -2.2466
H 8.7780 1.4915 -1.4579
C 3.4479 2.7103 2.9528
C 2.3111 2.6303 1.9327
O 1.4205 1.4786 2.1073
O 3.8635 4.0858 3.0083
H 4.1771 1.9489 2.6760
H 3.0843 2.3997 3.9322
H 2.8052 2.4917 0.9711
H 1.7504 3.5647 1.9567
H 1.0733 1.2166 1.2515
H 3.3665 4.4608 3.7390
C -3.7678 -4.0774 0.1560
C -2.8178 -5.2757 0.1594
O -2.1085 -5.6172 1.4423
O -4.6079 -4.4161 1.1863
H -4.4404 -4.1903 -0.6943
H -3.3728 -3.0871 0.3826
H -2.1493 -5.0318 -0.6662
H -3.3413 -6.1972 -0.0955
H -2.7853 -5.6426 2.1227
H -5.4243 -3.9223 1.0800
*
```

Summary:
E_HOMO (spin up / spin down) = -10.732 / -10.732 eV
Frontier orbital gap (spin up / spin down) = 7.1 / 6.1 eV
E_tot = -100324.5275 eV

Atom charges from the Mulliken analysis, given in e for atoms 1 to 2: number 1, Ag, carries 0.2359; number 2, C, carries -2.3646



Entry 2:
Formula: C20H47BClF4LiN4NaO11S
Source: the OMol25 dataset
Level of theory: ωB97M-V/def2-TZVPD

The geometry in ORCA input format:
```
! wB97M-V def2-TZVPD RIJCOSX def2/J DEFGRID3
* xyz 1 1
C 1.2674 2.1878 -1.1412
O 0.8349 1.8700 -2.4407
C 1.0237 0.4718 -2.7346
C 1.0384 0.2601 -4.2247
N -0.2623 0.6393 -4.8128
C 1.3069 -1.2056 -4.6429
C 2.0450 -2.0309 -3.8194
C 2.2812 -3.3500 -4.2006
C 1.7667 -3.7088 -5.4344
C 1.0794 -2.7738 -6.1754
N 0.7978 -1.5183 -5.8339
H 2.1687 2.8067 -1.1082
H 1.3977 1.2924 -0.5267
H 0.4581 2.7466 -0.6539
H 1.9698 0.2005 -2.2587
H 0.1923 -0.0488 -2.2429
H 1.7865 0.9060 -4.7037
H -0.6895 1.4122 -4.3225
H -0.1482 0.8447 -5.8001
H 2.4491 -1.6831 -2.8799
H 2.8497 -4.0265 -3.5785
H 1.9108 -4.7071 -5.8231
H 0.7160 -3.0795 -7.1540
C -2.7776 -1.9882 -3.6998
O -1.7586 -1.1251 -3.2367
H -3.5304 -2.0515 -2.8936
H -3.2478 -1.5778 -4.6112
H -2.3874 -2.9830 -3.9037
H -1.1119 -1.0517 -3.9630
Li -4.7998 -3.2482 -4.0141
Cl -3.2765 -5.2457 -3.8315
B -1.6476 0.1644 -8.3692
F -0.4670 0.8160 -7.9233
F -2.7243 1.0698 -8.3098
F -1.4672 -0.2795 -9.6850
F -1.9168 -0.9399 -7.5241
C -2.2474 -1.5004 -0.1214
N -1.9962 -0.3864 0.8519
C -0.7618 0.3427 0.4113
C -1.7666 -0.9558 2.2073
C -3.1292 0.6152 0.8613
C -4.4729 0.1071 1.3300
O -4.9464 -0.9260 0.4742
H -1.3100 -2.0286 -0.2851
H -2.9703 -2.1897 0.2964
H -2.5995 -1.0702 -1.0545
H 0.0674 -0.3596 0.4052
H -0.5664 1.1531 1.1116
H -0.9303 0.7344 -0.5897
H -2.6317 -1.5453 2.4970
H -1.6095 -0.1337 2.9044
H -0.8869 -1.5934 2.1651
H -3.2075 0.9835 -0.1617
H -2.8013 1.4219 1.5113
H -5.1736 0.9456 1.2978
H -4.4281 -0.2548 2.3612
H -5.8303 -1.1713 0.7642
C -3.5269 2.4741 6.2466
C -3.9518 1.3273 5.3647
O -3.9835 1.8904 4.0370
S -2.8503 3.0226 3.9156
O -1.7043 2.4412 3.2958
O -3.4488 4.2012 3.4199
O -2.5475 3.1920 5.4740
H -4.3610 3.1481 6.4508
H -3.1016 2.1354 7.1793
H -4.9267 0.9324 5.6366
H -3.2179 0.5232 5.3776
C 4.6785 1.5624 1.1768
C 3.6085 1.9729 2.1745
O 2.3548 1.3836 1.8359
H 4.3861 1.8624 0.1706
H 5.6379 2.0232 1.4154
H 4.8048 0.4753 1.1659
H 3.4708 3.0522 2.1617
H 3.8849 1.6727 3.1916
H 2.4581 0.4276 1.8517
C 9.2293 0.9360 2.0124
N 8.0555 0.4171 2.7743
O 7.2534 1.2065 3.1876
O 7.9831 -0.8082 2.9328
H 9.1521 2.0157 1.9614
H 10.1284 0.6330 2.5429
H 9.1949 0.4931 1.0202
Na 8.5136 -1.0311 5.0387
C -1.6690 -1.1754 7.6679
O -2.1769 0.1441 7.4537
H -2.2880 -1.8712 7.1072
H -0.6375 -1.2477 7.3159
H -1.7115 -1.4329 8.7271
H -1.6202 0.7471 7.9558
*
```

Summary:
E_HOMO = -9.312 eV
Frontier orbital gap = 3.9 eV
E_tot = -89504.3538 eV

Atom charges from the Mulliken analysis, given in e for atoms 1 to 2: number 1, C, carries -0.5401; number 2, O, carries -0.4320



Entry 3:
Formula: C7H27O9
Source: the OMol25 dataset
Level of theory: ωB97M-V/def2-TZVPD

The geometry in ORCA input format:
```
! wB97M-V def2-TZVPD RIJCOSX def2/J DEFGRID3
* xyz -1 1
C 0.3821 1.1074 -2.0063
O -0.0717 2.0106 -2.7089
C 1.8299 1.0507 -1.6603
C 2.0055 0.8698 -0.1343
C 1.4935 -0.4733 0.3017
C 0.2286 -0.6522 0.7351
C 2.0995 -2.8483 -0.0600
C 2.4606 -1.6022 0.2191
H -2.7961 0.9799 -3.1868
H -0.2906 0.2661 -1.6747
H 2.2711 0.2057 -2.1894
H 2.4102 1.9537 -1.9751
H 1.4992 1.6555 0.4291
H 3.0757 0.9873 0.1399
H -0.4768 0.1561 0.7702
H -0.1516 -1.5792 1.0106
H 2.8435 -3.6510 -0.1374
H 1.0517 -3.1400 -0.2362
H 3.4602 -1.3252 0.4171
H -2.2450 1.5630 1.0194
H -1.7282 2.6874 0.0042
O -1.8845 2.6265 0.9036
H 0.6457 -1.9173 -2.6035
H 2.0718 -2.0799 -2.3152
O 1.4715 -1.8145 -3.0226
H 0.1363 3.2836 2.7471
H -0.5345 2.5377 1.6389
O 0.3089 2.5982 2.1928
H -1.3224 -2.9302 -2.2383
H -1.3701 -1.6221 -1.3953
O -0.7724 -2.3800 -1.6879
H 0.4107 1.1405 3.0973
H 1.1460 -0.2181 2.9277
O 0.5656 0.3112 3.5399
H -2.0523 -0.5946 2.3393
H -0.9746 -0.5884 3.4230
O -1.6692 -1.0955 3.1245
H -3.5379 0.3275 1.2818
H -2.7275 1.4627 -2.6669
O -2.6806 0.3053 1.0509
H -2.5784 -0.3048 -0.2665
H -2.6376 0.1784 -1.7553
O -2.5921 -0.5800 -1.2641
*
```

Summary:
E_HOMO = -5.979 eV
Frontier orbital gap = 9.1 eV
Energy relative to the best compared isomer or geometry (same formula, charge and spin) = 0.00 kcal per mole
E_tot = -26124.5862 eV

Atom charges from the Mulliken analysis, given in e for atoms 1 to 2: number 1, C, carries 0.3790; number 2, O, carries -0.6027



Question: Among the records above, which one has the lowest E_tot?
Answer: C43H115AgN6O20